The following is a quantum chemistry calculation of 8 unconnected molecules or ions with the total composition C40H88F12N4O16 in a non-equilibrium geometry, from OMol25.

The value obtained for the HOMO energy is -5.993 eV. The frontier orbital gap comes out at 5.22 eV.

ORCA input file:
```
! wB97M-V def2-TZVPD RIJCOSX def2/J DEFGRID3
* xyz 0 1
C -0.494 -1.600 -0.350
O 0.519 -0.693 0.146
O -0.350 -2.716 0.339
C -1.805 -0.801 -0.166
F -1.880 0.279 -0.986
F -2.921 -1.521 -0.454
F -1.980 -0.369 1.094
C 1.366 0.005 -0.732
C 2.381 0.673 0.177
H 3.091 0.081 0.762
H 3.061 1.212 -0.497
H 1.975 1.358 0.918
H 0.815 0.783 -1.274
H 1.965 -0.557 -1.460
H -0.379 -1.664 -1.454
C 3.934 5.768 1.834
O 5.176 6.441 2.192
O 3.656 6.087 0.585
C 4.301 4.296 2.107
F 5.266 3.746 1.370
F 4.673 4.141 3.399
F 3.210 3.502 1.933
C 5.235 7.138 3.395
C 6.496 7.975 3.434
H 6.350 8.840 4.090
H 7.331 7.412 3.854
H 6.781 8.404 2.475
H 5.188 6.461 4.267
H 4.358 7.740 3.696
H 3.146 6.122 2.527
C -3.041 2.499 5.614
O -3.093 1.182 4.947
O -2.446 2.428 6.753
C -2.522 3.607 4.664
F -1.190 3.675 4.575
F -2.947 3.400 3.367
F -3.013 4.793 5.043
C -1.913 0.579 4.482
C -2.204 -0.853 4.057
H -2.556 -1.393 4.938
H -2.966 -0.957 3.283
H -1.258 -1.257 3.690
H -1.277 0.477 5.374
H -1.353 1.158 3.738
H -4.133 2.708 5.753
C 3.032 -4.643 -6.117
O 2.905 -4.423 -4.695
O 1.936 -5.157 -6.594
C 3.581 -3.439 -6.929
F 3.596 -3.787 -8.231
F 2.814 -2.340 -6.813
F 4.870 -3.152 -6.645
C 4.075 -4.255 -3.945
C 3.675 -3.883 -2.520
H 3.018 -4.552 -1.961
H 4.609 -3.813 -1.954
H 3.159 -2.919 -2.516
H 4.740 -3.453 -4.287
H 4.731 -5.136 -3.871
H 3.888 -5.356 -6.233
C 4.521 -1.888 3.250
O 3.492 -2.313 4.100
C 2.257 -1.651 3.917
C 1.518 -2.072 2.654
N 1.072 -3.503 2.563
H 0.247 -3.622 3.152
H 0.756 -3.532 1.564
C 2.038 -4.592 2.853
C 1.411 -5.941 2.802
O 1.000 -6.227 1.481
C 0.515 -7.520 1.329
H 5.466 -2.330 3.552
H 4.690 -0.801 3.200
H 4.287 -2.104 2.196
H 2.429 -0.573 3.943
H 1.602 -1.987 4.726
H 2.114 -1.955 1.753
H 0.594 -1.503 2.588
H 2.564 -4.435 3.793
H 2.826 -4.430 2.112
H 0.500 -5.969 3.423
H 2.040 -6.757 3.170
H 1.151 -8.340 1.677
H 0.155 -7.698 0.315
H -0.456 -7.663 1.845
C -6.317 -1.084 4.487
O -6.752 0.176 4.021
C -5.779 0.795 3.225
C -6.099 2.201 2.892
N -7.429 2.318 2.163
H -7.646 1.372 1.829
H -8.176 2.492 2.834
C -7.612 3.216 0.971
C -6.821 2.702 -0.220
O -5.471 2.712 0.128
C -4.655 1.779 -0.555
H -7.220 -1.549 4.883
H -5.622 -1.094 5.330
H -5.891 -1.684 3.679
H -5.687 0.227 2.269
H -4.732 0.721 3.531
H -5.324 2.748 2.370
H -6.247 2.820 3.783
H -7.436 4.253 1.250
H -8.688 3.198 0.779
H -7.005 3.364 -1.075
H -7.182 1.702 -0.499
H -4.822 0.757 -0.188
H -3.605 2.001 -0.401
H -4.871 1.749 -1.629
C -0.031 3.646 1.250
O -0.118 4.625 0.217
C 0.314 4.137 -1.000
C 0.318 5.247 -2.002
N 1.355 6.313 -1.741
H 0.990 7.260 -1.679
H 1.814 6.167 -0.816
C 2.529 6.205 -2.679
C 3.295 7.505 -2.553
O 2.518 8.532 -3.093
C 2.792 9.797 -2.513
H -0.871 2.953 1.200
H 0.166 4.078 2.226
H 0.897 3.103 1.041
H -0.313 3.325 -1.396
H 1.332 3.714 -0.962
H -0.595 5.850 -1.952
H 0.325 4.990 -3.058
H 2.119 6.168 -3.688
H 3.134 5.341 -2.424
H 4.276 7.342 -3.029
H 3.699 7.671 -1.543
H 3.856 10.038 -2.460
H 2.236 9.858 -1.576
H 2.413 10.606 -3.143
C 0.522 -2.553 -4.089
O -0.445 -2.941 -5.047
C -1.623 -3.514 -4.548
C -1.476 -5.007 -4.273
N -0.719 -5.660 -5.380
H -1.296 -5.702 -6.222
H 0.137 -5.163 -5.729
C -0.237 -7.089 -5.188
C -1.360 -8.060 -4.852
O -1.856 -7.725 -3.572
C -3.047 -8.400 -3.238
H 1.462 -2.451 -4.620
H 0.620 -3.354 -3.351
H 0.288 -1.606 -3.593
H -2.361 -3.352 -5.336
H -1.911 -2.979 -3.635
H -2.497 -5.381 -4.220
H -0.943 -5.361 -3.394
H 0.481 -7.027 -4.374
H 0.201 -7.299 -6.161
H -0.834 -9.014 -4.745
H -2.098 -8.019 -5.659
H -3.086 -8.601 -2.170
H -3.349 -9.261 -3.839
H -3.901 -7.717 -3.398
*
```

Löwdin population analysis, charges in e, atoms 1 to 99: number 1, C, carries -0.4787; number 2, O, carries -0.1251; number 3, O, carries -0.1662; number 4, C, carries -0.5331; number 5, F, carries 0.1006; number 6, F, carries 0.1033; number 7, F, carries 0.1271; number 8, C, carries -0.2646; number 9, C, carries -0.0755; number 10, H, carries 0.0646; number 11, H, carries 0.0840; number 12, H, carries 0.0510; number 13, H, carries 0.1053; number 14, H, carries 0.1146; number 15, H, carries 0.1245; number 16, C, carries -0.5018; number 17, O, carries -0.1007; number 18, O, carries -0.1851; number 19, C, carries -0.5541; number 20, F, carries 0.1476; number 21, F, carries 0.1146; number 22, F, carries 0.0900; number 23, C, carries -0.3252; number 24, C, carries -0.0819; number 25, H, carries 0.0657; number 26, H, carries 0.0680; number 27, H, carries 0.0720; number 28, H, carries 0.1088; number 29, H, carries 0.1117; number 30, H, carries 0.1455; number 31, C, carries -0.5526; number 32, O, carries -0.1524; number 33, O, carries -0.1390; number 34, C, carries -0.5527; number 35, F, carries 0.1362; number 36, F, carries 0.0647; number 37, F, carries 0.1292; number 38, C, carries -0.2907; number 39, C, carries -0.0770; number 40, H, carries 0.0780; number 41, H, carries 0.0524; number 42, H, carries 0.0460; number 43, H, carries 0.1189; number 44, H, carries 0.1094; number 45, H, carries 0.1297; number 46, C, carries -0.5279; number 47, O, carries -0.1074; number 48, O, carries -0.1634; number 49, C, carries -0.5579; number 50, F, carries 0.1236; number 51, F, carries 0.1313; number 52, F, carries 0.1119; number 53, C, carries -0.2941; number 54, C, carries -0.0831; number 55, H, carries 0.0687; number 56, H, carries 0.0716; number 57, H, carries 0.0578; number 58, H, carries 0.1128; number 59, H, carries 0.1177; number 60, H, carries 0.1449; number 61, C, carries -0.1081; number 62, O, carries -0.2007; number 63, C, carries -0.1712; number 64, C, carries -0.1097; number 65, N, carries 0.0652; number 66, H, carries 0.1757; number 67, H, carries 0.1284; number 68, C, carries -0.1028; number 69, C, carries -0.2093; number 70, O, carries -0.1676; number 71, C, carries -0.1300; number 72, H, carries 0.0926; number 73, H, carries 0.0962; number 74, H, carries 0.0794; number 75, H, carries 0.1402; number 76, H, carries 0.1343; number 77, H, carries 0.1149; number 78, H, carries 0.1135; number 79, H, carries 0.1311; number 80, H, carries 0.1482; number 81, H, carries 0.1355; number 82, H, carries 0.1332; number 83, H, carries 0.0918; number 84, H, carries 0.0879; number 85, H, carries 0.0923; number 86, C, carries -0.0894; number 87, O, carries -0.1613; number 88, C, carries -0.2368; number 89, C, carries -0.0800; number 90, N, carries 0.0754; number 91, H, carries 0.1687; number 92, H, carries 0.1787; number 93, C, carries -0.0838; number 94, C, carries -0.2182; number 95, O, carries -0.1938; number 96, C, carries -0.0718; number 97, H, carries 0.0888; number 98, H, carries 0.0990; number 99, H, carries 0.0917